(1)
The following is a quantum chemistry calculation of the ion C5H13FN3 with charge +1 in a non-equilibrium geometry, from the OMol25 dataset.

Results
DFT total energy: -462.19505 Ha
Kohn-Sham gap: 0.4218 hartree
ΔE to the lowest compared entry with this formula, charge and spin: 0.0 kcal/mol
highest occupied orbital energy: -0.5314 hartree

```
! wB97M-V def2-TZVPD RIJCOSX def2/J DEFGRID3
* xyz 1 1
C 2.73 -1.38 0.36
C 2.23 -0.35 -0.70
N 0.86 -0.01 -0.53
C 0.26 0.86 0.29
N 0.84 1.51 1.25
N -1.08 0.83 0.21
C -1.96 -0.01 -0.61
C -3.39 0.13 -0.07
F -1.62 -1.39 -0.54
H 1.88 -1.92 0.85
H 3.21 -2.22 -0.16
H 3.39 -0.96 1.17
H 2.81 0.56 -0.99
H 2.30 -0.81 -1.64
H 0.18 -0.73 -0.86
H 1.83 1.72 1.14
H 0.21 2.11 1.65
H -1.70 1.41 0.88
H -1.80 0.04 -1.68
H -3.37 0.09 0.92
H -3.83 1.14 -0.42
H -3.96 -0.62 -0.52
*
```

***

(2)
The following is a quantum chemistry calculation of a cluster of 2 separate species, C5H13FSi in total in a non-equilibrium geometry, from the OMol25 dataset.

Results
DFT total energy: -587.59824 Ha
Kohn-Sham gap (alpha / beta): 0.2878 / 0.2878 hartree
ΔE to the lowest compared entry with this formula, charge and spin: 80.9 kcal/mol
highest occupied orbital energy (alpha / beta): -0.2823 / -0.2824 hartree

```
! wB97M-V def2-TZVPD RIJCOSX def2/J DEFGRID3
* xyz 0 1
C 3.54 -0.59 -0.05
C -2.88 0.17 1.46
C -1.94 0.96 -1.61
C 1.96 -0.62 -0.33
C 1.17 0.06 0.76
F -2.10 -1.55 -0.67
Si -1.71 -0.06 -0.06
H 4.15 0.13 -0.64
H 3.66 -0.31 1.01
H 3.84 -1.69 -0.24
H -2.36 0.19 2.40
H -3.53 1.06 1.38
H -3.60 -0.72 1.41
H -2.47 1.96 -1.39
H -1.09 1.43 -2.07
H -2.63 0.50 -2.34
H 1.72 -0.14 -1.19
H 1.71 -1.62 -0.37
H 1.09 1.08 0.72
H 1.47 -0.24 1.83
*
```

***

(3)
The following is a quantum chemistry calculation of a structure of composition C5H13LuN4S, from the OMol25 dataset.

Results
DFT total energy: -2050.56797 Ha
Kohn-Sham gap: 0.3324 hartree
ΔE to the lowest compared entry with this formula, charge and spin: 0.0 kcal/mol
highest occupied orbital energy: -0.6254 hartree

```
! wB97M-V def2-TZVPD RIJCOSX def2/J DEFGRID3
* xyz 2 1
Lu -0.06 -1.13 -1.09
N -2.03 -0.93 0.18
C -1.75 0.17 1.14
C -1.36 1.43 0.39
N -0.19 1.23 -0.54
C 1.14 1.65 0.02
C 1.94 0.50 0.60
N 2.12 -0.56 -0.43
H -2.86 -0.71 -0.37
H -2.25 -1.80 0.67
H -0.95 -0.17 1.81
H -2.61 0.38 1.78
H -1.14 2.23 1.09
H -2.20 1.76 -0.23
H -0.36 1.83 -1.34
H 1.00 2.43 0.77
H 1.70 2.11 -0.80
H 1.44 0.05 1.46
H 2.90 0.88 0.96
H 2.62 -1.36 -0.05
H 2.71 -0.21 -1.20
S 0.30 -3.86 -0.29
C 0.03 -3.36 -1.81
N -0.16 -2.57 -2.68
*
```

***

(4)
The following is a quantum chemistry calculation of the ion C5H13N with charge -1 in a non-equilibrium geometry, from the OMol25 dataset.

Results
DFT total energy: -252.97431 Ha
Kohn-Sham gap (alpha / beta): 0.0997 / 0.3237 hartree
ΔE to the lowest compared entry with this formula, charge and spin: 17.1 kcal/mol
highest occupied orbital energy (alpha / beta): 0.0564 / -0.1666 hartree

```
! wB97M-V def2-TZVPD RIJCOSX def2/J DEFGRID3
* xyz -1 2
C -2.42 0.49 0.80
C -1.05 1.03 0.34
N 0.05 0.16 0.71
C 0.45 -0.56 -1.62
C 0.86 -0.71 -0.14
C 2.32 -0.37 0.09
H -3.18 1.03 0.23
H -2.46 -0.58 0.63
H -2.57 0.76 1.85
H -0.85 2.02 0.75
H -1.07 1.13 -0.75
H -0.15 -0.27 1.61
H 0.63 -1.50 -2.15
H 0.90 0.30 -2.10
H -0.64 -0.48 -1.70
H 0.57 -1.75 0.06
H 3.00 -1.16 -0.25
H 2.55 -0.21 1.14
H 2.60 0.53 -0.46
*
```

***

(5)
The following is a quantum chemistry calculation of a cluster of 2 separate species, C5H13N in total in a non-equilibrium geometry, from the OMol25 dataset.

Results
DFT total energy: -253.01997 Ha
Kohn-Sham gap: 0.3499 hartree
ΔE to the lowest compared entry with this formula, charge and spin: 27.1 kcal/mol
highest occupied orbital energy: -0.3122 hartree

```
! wB97M-V def2-TZVPD RIJCOSX def2/J DEFGRID3
* xyz 0 1
C 2.86 -1.14 -2.12
C 1.61 -1.14 -2.57
N 0.46 -1.03 -1.79
H 3.12 -1.05 -1.07
H 3.71 -1.11 -2.79
H 1.41 -1.11 -3.64
H 0.62 -1.00 -0.80
H -0.28 -1.68 -2.01
C -2.23 1.32 2.96
C -1.20 0.56 2.15
C -0.97 1.18 0.77
H -2.45 0.87 3.93
H -3.17 1.34 2.39
H -1.90 2.33 3.21
H -1.53 -0.47 2.02
H -0.25 0.36 2.66
H 0.00 0.87 0.37
H -1.76 0.83 0.09
H -1.20 2.24 0.80
*
```

***

(6)
The following is a quantum chemistry calculation of a structure of composition C5H13N in a non-equilibrium geometry, from the OMol25 dataset.

Results
DFT total energy: -252.60820 Ha
Kohn-Sham gap: 0.1439 hartree
ΔE to the lowest compared entry with this formula, charge and spin: 285.4 kcal/mol
highest occupied orbital energy: -0.2363 hartree

```
! wB97M-V def2-TZVPD RIJCOSX def2/J DEFGRID3
* xyz 0 1
C 0.10 -0.95 -1.21
C -0.90 -0.06 -0.45
N -2.24 -0.57 -0.13
C 2.48 0.22 -0.59
C 2.12 0.41 0.91
C -3.21 0.05 0.67
H 1.11 -0.48 -0.67
H -0.41 -0.76 -2.32
H 0.16 -2.11 -1.10
H -0.31 0.21 0.41
H -1.17 0.74 -1.07
H 3.83 0.02 -0.66
H 2.41 1.24 -0.86
H 1.66 -0.55 1.50
H 3.25 0.50 1.35
H 1.47 1.51 1.53
H -3.74 -0.80 1.05
H -2.81 0.59 1.56
H -3.81 0.79 0.10
*
```

***

(7)
The following is a quantum chemistry calculation of a cluster of 2 separate species, C5H13N in total in a non-equilibrium geometry, from the OMol25 dataset.

Results
DFT total energy: -252.97840 Ha
Kohn-Sham gap: 0.3853 hartree
ΔE to the lowest compared entry with this formula, charge and spin: 53.1 kcal/mol
highest occupied orbital energy: -0.3461 hartree

```
! wB97M-V def2-TZVPD RIJCOSX def2/J DEFGRID3
* xyz 0 1
C 0.00 2.37 0.79
N -0.87 1.92 1.68
C -0.71 0.59 2.31
H -0.12 3.47 0.33
H 0.74 1.59 0.37
H 0.29 0.22 1.97
H -0.70 0.52 3.40
H -1.40 -0.18 1.88
C 1.30 -1.46 -0.53
C 0.34 -1.19 -1.73
C -0.86 -0.28 -1.42
H 0.71 -2.00 0.23
H 2.05 -2.07 -0.92
H 1.76 -0.56 -0.02
H 1.03 -0.76 -2.48
H 0.05 -2.19 -2.09
H -1.52 0.11 -2.18
H -0.56 0.68 -0.92
H -1.55 -0.78 -0.69
*
```

***

(8)
The following is a quantum chemistry calculation of the molecule C5H13N, from the OMol25 dataset.

Results
DFT total energy: -253.04595 Ha
Kohn-Sham gap: 0.3613 hartree
ΔE to the lowest compared entry with this formula, charge and spin: 10.7 kcal/mol
highest occupied orbital energy: -0.3185 hartree

```
! wB97M-V def2-TZVPD RIJCOSX def2/J DEFGRID3
* xyz 0 1
C 2.05 0.26 -1.13
N 0.76 -0.38 -1.39
C 0.02 -0.87 -0.24
C -0.99 0.10 0.34
C -0.34 1.43 0.72
C -1.66 -0.52 1.57
H 2.58 0.39 -2.08
H 1.93 1.25 -0.68
H 2.68 -0.32 -0.45
H 0.88 -1.11 -2.08
H -0.51 -1.76 -0.60
H 0.68 -1.19 0.58
H -1.74 0.32 -0.43
H -1.04 2.11 1.19
H 0.52 1.24 1.36
H 0.05 1.95 -0.15
H -0.90 -0.74 2.33
H -2.33 0.21 2.02
H -2.19 -1.43 1.33
*
```

***

(9)
The following is a quantum chemistry calculation of the molecule C5H13N in a non-equilibrium geometry, from the OMol25 dataset.

Results
DFT total energy: -253.03243 Ha
Kohn-Sham gap: 0.3809 hartree
ΔE to the lowest compared entry with this formula, charge and spin: 19.2 kcal/mol
highest occupied orbital energy: -0.3408 hartree

```
! wB97M-V def2-TZVPD RIJCOSX def2/J DEFGRID3
* xyz 0 1
C 0.01 0.51 -2.03
C -1.10 0.27 -0.98
C -0.59 -0.10 0.46
C -0.09 1.12 1.20
C 0.42 -1.25 0.40
N 1.33 -1.55 1.51
H -0.09 1.40 -2.66
H 0.11 -0.39 -2.65
H 0.99 0.67 -1.58
H -1.80 -0.45 -1.41
H -1.55 1.26 -0.87
H -1.59 -0.41 0.81
H 0.29 1.88 0.49
H 0.63 0.91 1.98
H -0.90 1.71 1.63
H 1.15 -0.96 -0.36
H -0.06 -2.18 0.07
H 2.01 -0.83 1.59
H 0.81 -1.61 2.39
*
```

***

(10)
The following is a quantum chemistry calculation of the molecule C5H13N2 in a non-equilibrium geometry, from the OMol25 dataset.

Results
DFT total energy: -307.62181 Ha
Kohn-Sham gap (alpha / beta): 0.1521 / 0.3913 hartree
ΔE to the lowest compared entry with this formula, charge and spin: 79.9 kcal/mol
highest occupied orbital energy (alpha / beta): -0.1195 / -0.3632 hartree

```
! wB97M-V def2-TZVPD RIJCOSX def2/J DEFGRID3
* xyz 0 2
N 0.35 -0.22 -2.02
C 0.30 -0.14 -0.55
C 1.07 1.12 0.08
C 0.70 1.34 1.52
C 0.82 0.53 2.60
C -1.16 -0.38 -0.02
N -1.62 -1.67 -0.98
H -1.25 -1.38 -1.88
H 0.81 -1.02 -2.37
H 0.67 0.55 -2.56
H 0.82 -1.04 -0.09
H 0.85 2.14 -0.51
H 2.12 0.98 -0.07
H -0.10 2.06 1.59
H 1.48 -0.39 2.61
H 0.30 0.87 3.56
H -1.26 -0.79 1.01
H -1.75 0.52 -0.36
H -1.52 -2.63 -0.69
H -2.67 -1.51 -1.01
*
```

***

(11)
The following is a quantum chemistry calculation of a cluster of 2 separate species, C5H13N2 in total in a non-equilibrium geometry, from the OMol25 dataset.

Results
DFT total energy: -307.74335 Ha
Kohn-Sham gap (alpha / beta): 0.3496 / 0.3100 hartree
ΔE to the lowest compared entry with this formula, charge and spin: 3.7 kcal/mol
highest occupied orbital energy (alpha / beta): -0.3106 / -0.3421 hartree

```
! wB97M-V def2-TZVPD RIJCOSX def2/J DEFGRID3
* xyz 0 2
C 0.21 -3.40 0.26
C -0.62 -2.17 0.64
C 0.23 -0.93 0.66
C -0.02 0.17 -0.14
N 0.50 1.37 -0.18
C 1.56 1.60 0.78
N -1.72 2.91 -1.77
H 1.02 -3.59 0.97
H 0.65 -3.31 -0.73
H -1.11 -2.32 1.60
H -1.34 -2.03 -0.17
H 1.05 -1.05 1.37
H -0.78 -0.06 -0.90
H -1.44 3.26 -2.68
H 2.45 0.97 0.69
H 1.20 1.43 1.81
H 1.89 2.64 0.79
H -2.45 3.51 -1.42
H -0.43 -4.28 0.28
H -0.89 2.84 -1.18
*
```

***

(12)
The following is a quantum chemistry calculation of the ion C5H13N2 with charge +1 in a non-equilibrium geometry, from the OMol25 dataset.

Results
DFT total energy: -307.36163 Ha
Kohn-Sham gap: 0.2177 hartree
ΔE to the lowest compared entry with this formula, charge and spin: 163.1 kcal/mol
highest occupied orbital energy: -0.5018 hartree

```
! wB97M-V def2-TZVPD RIJCOSX def2/J DEFGRID3
* xyz 1 1
C 2.03 0.07 0.44
C 0.65 -0.31 0.92
C -0.34 0.23 -0.18
C -0.50 1.66 -0.30
C -2.88 -0.14 0.00
N -1.47 -0.71 0.01
N 2.43 -0.86 -0.69
H 2.71 0.29 1.34
H 1.85 1.09 0.03
H 0.41 -1.39 1.14
H 0.36 0.42 1.78
H -0.92 2.28 0.40
H 0.07 2.11 -1.06
H -3.08 0.19 1.09
H -3.54 -0.93 -0.32
H -2.87 0.70 -0.72
H -1.39 -1.16 -0.94
H 3.42 -1.23 -0.51
H 2.41 -0.32 -1.61
H 0.14 -0.15 -1.21
*
```

***

What is the formula in the seventh record? C5H13N